#1
Formula: C8H14N
Source: OMol25
Level of theory: ωB97M-V with the def2-TZVPD basis set

Geometry as XYZ:
```
23
Properties=species:S:1:pos:R:3:mulliken_charge:R:1
C 2.994 -0.742 0.172 -0.34
C 2.952 0.410 0.801 -0.17
C -0.015 1.652 0.738 -0.59
C -1.472 1.488 0.423 -0.48
C -0.233 0.644 -0.401 -0.05
C -1.024 -0.525 -0.242 1.02
C -1.015 -1.497 0.837 -1.18
C -1.726 -1.002 -1.460 -1.73
N 2.399 0.325 -0.658 -0.48
H 3.222 -1.771 0.078 0.38
H 2.964 1.211 1.582 0.38
H 0.321 2.641 0.356 0.21
H 0.254 1.239 1.667 0.35
H -2.067 0.821 1.152 0.25
H -1.937 2.225 -0.206 0.36
H -0.064 1.013 -1.413 0.45
H -1.158 -2.552 0.480 0.41
H -1.695 -1.286 1.688 0.34
H 0.032 -1.647 1.422 0.29
H -1.177 -1.634 -2.086 0.45
H -1.928 -0.231 -2.131 0.50
H -2.714 -1.513 -1.341 0.38
H 3.085 0.733 -1.458 0.26
```

Computed properties:
Total charge: +1
Molecular weight (Da): 124.21
Kohn-Sham gap (eV): 7.362

***

#2
Formula: C8H14N
Source: OMol25
Level of theory: ωB97M-V with the def2-TZVPD basis set

Geometry as XYZ:
```
23
Properties=species:S:1:pos:R:3:mulliken_charge:R:1
C -1.582 -1.709 -0.042 -0.60
C -0.851 0.682 0.218 -0.85
C -1.783 -0.280 -0.058 1.06
C 0.933 -1.079 -0.294 -0.10
C -3.215 0.303 0.072 -1.18
C 2.163 -1.622 0.335 -0.86
C 1.011 0.905 -1.335 -1.31
C 1.429 1.019 1.060 -1.25
N 0.651 0.338 -0.047 0.52
H -2.115 -2.304 -0.752 0.30
H -0.963 1.678 0.374 0.44
H -3.525 0.454 -0.971 0.34
H -3.177 1.192 0.730 0.36
H -3.920 -0.527 0.352 0.36
H 1.668 -2.232 1.126 0.34
H 2.771 -0.823 0.769 0.17
H 2.631 -2.500 -0.167 0.37
H 0.691 0.310 -2.083 0.61
H 0.532 1.755 -1.607 0.49
H 2.032 1.102 -1.550 0.45
H 2.426 0.795 0.957 0.48
H 1.197 2.038 0.994 0.41
H 0.995 0.507 1.917 0.46
```

Computed properties:
Total charge: +1
Molecular weight (Da): 124.21
Kohn-Sham gap (alpha / beta) (eV): 7.520 / 6.982

***

Computed relative energies in units of kJ/mol: #1 0.0; #2 237.3

***

#1
Formula: C2H2FN3O
Source: OMol25
Level of theory: ωB97M-V with the def2-TZVPD basis set

Geometry as XYZ:
```
9
Properties=species:S:1:pos:R:3:mulliken_charge:R:1
C 1.055 -0.047 -0.005 0.58
C -1.159 -0.082 0.009 0.50
H -1.191 2.016 0.252 0.30
H -2.265 -1.554 0.180 0.26
N 0.730 1.194 -0.002 -0.55
N -0.649 1.145 -0.051 0.10
N -2.329 -0.549 0.010 -0.69
O -0.011 -0.888 -0.060 -0.29
F 2.212 -0.569 0.037 -0.21
```

Computed properties:
Total charge: 0
Molecular weight (Da): 103.06
Kohn-Sham gap (eV): 9.805

***

#2
Formula: C2H2FN3O
Source: OMol25
Level of theory: ωB97M-V with the def2-TZVPD basis set

Geometry as XYZ:
```
9
Properties=species:S:1:pos:R:3:mulliken_charge:R:1
C -0.394 -0.703 -0.830 -0.09
C -0.885 0.670 -0.102 0.65
N 0.674 -1.144 -0.409 0.28
N 1.583 -0.703 0.264 -0.45
N -0.042 0.887 0.850 -0.33
O -1.932 1.073 -0.546 -0.58
F 0.143 2.184 1.288 -0.17
H -0.995 -1.077 -1.630 0.39
H 1.848 -1.188 1.114 0.29
```

Computed properties:
Total charge: 0
Molecular weight (Da): 103.06
Kohn-Sham gap (alpha / beta) (eV): 7.471 / 7.474

***

Computed relative energies in units of kJ/mol: #1 0.0; #2 495.8

***

#1
Formula: C3H7N2O2
Source: OMol25
Level of theory: ωB97M-V with the def2-TZVPD basis set

Geometry as XYZ:
```
14
Properties=species:S:1:pos:R:3:mulliken_charge:R:1
O 0.014 2.166 1.353 -0.68
C 0.428 1.103 0.915 0.41
N 0.920 0.134 1.737 -0.36
C 0.513 0.711 -0.549 -0.39
N 0.253 -0.687 -0.755 -0.59
C -1.312 -1.037 -0.776 -0.22
O -1.778 -1.145 -1.986 -0.84
H 1.151 -0.740 1.291 0.27
H 0.891 0.209 2.736 0.21
H 1.563 0.924 -0.790 0.35
H -0.063 1.449 -1.125 0.29
H 0.462 -0.909 -1.722 0.25
H -1.727 -0.202 -0.151 0.11
H -1.313 -1.979 -0.178 0.19
```

Computed properties:
Total charge: -1
Molecular weight (Da): 103.10
Kohn-Sham gap (eV): 6.833

***

#2
Formula: C3H7N2O2
Source: OMol25
Level of theory: ωB97M-V with the def2-TZVPD basis set

Geometry as XYZ:
```
14
Properties=species:S:1:pos:R:3:mulliken_charge:R:1
C -1.142 1.198 -1.254 -0.89
C -1.179 -0.119 -1.009 0.18
N -2.399 -0.768 -0.824 -0.51
H -2.050 1.784 -1.347 0.24
H -0.181 1.692 -1.213 0.30
H -0.330 -0.771 -0.899 0.28
H -3.142 -0.172 -0.511 0.17
H -2.442 -1.736 -0.588 0.20
N 2.812 -0.215 1.634 -0.52
C 1.629 -0.294 0.830 0.65
O 0.747 -1.081 1.237 -0.75
O 1.608 0.463 -0.169 -0.73
H 3.340 0.633 1.560 0.20
H 2.729 -0.613 2.553 0.19
```

Computed properties:
Total charge: -1
Molecular weight (Da): 103.10
Kohn-Sham gap (eV): 8.195

***

#3
Formula: C3H7N2O2
Source: OMol25
Level of theory: ωB97M-V with the def2-TZVPD basis set

Geometry as XYZ:
```
14
Properties=species:S:1:pos:R:3:mulliken_charge:R:1
C 0.401 -0.183 0.369 -0.42
N -0.688 -1.093 0.429 -0.20
C -1.533 -1.385 1.537 0.57
O -2.639 -1.890 1.255 -0.75
O -0.865 -1.448 2.633 -0.77
C 0.244 0.962 -0.633 -0.74
N 1.348 1.697 -1.885 -0.68
H 0.559 0.114 1.486 0.31
H 1.429 -0.758 -0.009 0.09
H -1.218 -1.126 -0.456 0.23
H 1.204 1.562 -0.568 0.41
H -0.468 1.768 -0.322 0.36
H 0.241 0.797 -1.693 0.38
H 1.985 0.982 -2.144 0.18
```

Computed properties:
Total charge: -1
Molecular weight (Da): 103.10
Kohn-Sham gap (eV): 7.568

***

#4
Formula: C3H7N2O2
Source: OMol25
Level of theory: ωB97M-V with the def2-TZVPD basis set

Geometry as XYZ:
```
14
Properties=species:S:1:pos:R:3:mulliken_charge:R:1
C 2.188 0.183 0.156 0.55
C 1.668 -1.282 -0.089 -0.84
C -3.202 0.308 -0.540 -0.50
N 1.217 1.063 0.068 -0.42
N -2.781 0.171 0.692 -0.44
O -1.556 0.710 0.918 -0.58
O 3.312 0.415 0.458 -0.64
H 2.533 -1.987 -0.239 0.27
H 0.950 -1.308 -0.881 0.30
H 1.075 -1.491 0.914 0.22
H -4.255 -0.113 -0.682 0.26
H -2.658 0.556 -1.447 0.31
H 1.351 1.884 0.554 0.23
H 0.159 0.891 0.118 0.28
```

Computed properties:
Total charge: -1
Molecular weight (Da): 103.10
Kohn-Sham gap (eV): 7.147

***

Computed relative energies in units of kJ/mol: #1 84.6; #2 0.0; #3 533.6; #4 222.5

***

#1
Formula: C2H4O4
Source: OMol25
Level of theory: ωB97M-V with the def2-TZVPD basis set

Geometry as XYZ:
```
10
Properties=species:S:1:pos:R:3:mulliken_charge:R:1
C 0.167 -0.662 1.324 -0.68
C -0.158 -0.316 0.063 0.53
O 0.310 1.603 -1.368 -0.34
O -1.225 -1.175 -1.787 -0.34
O 0.964 0.602 -0.602 -0.25
O -1.332 -0.451 -0.607 -0.17
H -0.685 -1.143 1.798 0.28
H 0.847 -0.152 1.962 0.31
H 0.297 2.250 -0.704 0.32
H -1.280 -0.596 -2.580 0.33
```

Computed properties:
Total charge: 0
Molecular weight (Da): 92.05
Kohn-Sham gap (eV): 10.602

***

#2
Formula: C2H4O4
Source: OMol25
Level of theory: ωB97M-V with the def2-TZVPD basis set

Geometry as XYZ:
```
10
Properties=species:S:1:pos:R:3:mulliken_charge:R:1
C 0.539 0.634 -1.011 0.03
C -0.168 -0.146 0.123 0.85
O 0.549 1.830 -1.056 -0.44
O -0.888 0.670 1.023 -0.58
O -0.923 -1.181 -0.366 -0.53
O 0.786 -0.751 0.890 -0.61
H 1.157 -0.103 -1.549 0.26
H -1.556 1.304 0.528 0.34
H -0.436 -2.029 -0.379 0.32
H 0.941 -0.230 1.796 0.35
```

Computed properties:
Total charge: 0
Molecular weight (Da): 92.05
Kohn-Sham gap (eV): 10.639

***

Computed relative energies in units of kJ/mol: #1 622.6; #2 0.0